The following is a DFT calculation (ωB97M-V with the def2-TZVPD basis set) of 12 unconnected molecules or ions with the total composition C57H65F7O15.

Energy in Ha: -4038.446015
Maximum force in hartree/bohr: 0.13873
Lowest unoccupied orbital energy in eV: 0.5
Multiplicity: 1
Structure (SMILES): COC(=O)OC.COC(=O)OC.COC(=O)OC.COC(=O)OC.COC(=O)OC.Fc1ccccc1.Fc1ccccc1.Fc1ccccc1.Fc1ccccc1.Fc1ccccc1.Fc1ccccc1.Fc1ccccc1
Highest occupied orbital energy in eV: -8.9548

XYZ file:
```
144
Properties=species:S:1:pos:R:3:forces:R:3:lowdin_charge:R:1
C -16.47312 -9.32099 -36.59558 1.3450 0.6978 -0.9647 -0.008
O -15.21937 -9.15078 -35.85842 -0.0186 0.7015 0.1374 -0.009
C -14.70084 -7.92053 -35.64678 -1.2042 2.6067 -1.0745 -0.557
O -15.15887 -6.80979 -35.98313 0.4171 -2.9727 0.6737 0.070
O -13.53157 -8.03952 -35.03421 0.9660 -0.3023 0.9199 -0.008
C -12.97674 -6.84601 -34.40795 -0.6116 0.6415 -0.1323 -0.029
H -16.67427 -8.43089 -37.19172 -0.4743 0.4711 0.8308 0.088
H -17.26576 -9.67469 -35.93624 0.2043 0.2355 -0.1498 0.098
H -16.23803 -9.99285 -37.42107 -0.0581 -0.7447 0.5521 0.089
H -13.60726 -6.55346 -33.56833 -0.2645 -0.0047 -0.2856 0.077
H -12.89102 -6.02146 -35.11567 -0.3718 -0.0945 -0.0919 0.079
H -11.97658 -6.94448 -33.98596 -0.0604 -1.1247 -0.3332 0.084
C -15.08668 1.02016 -32.09735 -0.1875 0.7590 2.5010 -0.034
O -14.74865 -0.07869 -32.90054 -0.4639 -0.7251 -1.3243 0.003
C -15.31821 -1.28382 -32.72178 -1.5055 -1.9291 2.3788 -0.503
O -16.06599 -1.68582 -31.78575 2.4092 1.9705 -3.0601 0.067
O -14.86801 -2.09536 -33.71267 -0.5321 0.2532 0.5850 -0.027
C -15.41604 -3.43242 -33.79664 0.0518 -0.5886 -0.8459 -0.033
H -15.04142 0.66743 -31.06700 -0.0128 0.2701 0.0767 0.069
H -16.03202 1.55575 -32.18439 -0.6668 -0.9970 -0.8703 0.109
H -14.41527 1.87287 -32.19842 0.6732 -0.8420 -0.4160 0.075
H -14.87886 -4.21927 -33.26711 0.1017 0.6554 0.9821 0.076
H -15.23938 -3.79716 -34.80849 -0.0942 0.6567 -0.3644 0.087
H -16.49025 -3.49877 -33.62411 0.2047 0.3729 0.3418 0.101
C -12.94571 0.26841 -35.85341 1.2011 -0.3375 1.1007 0.002
O -13.40611 1.53173 -35.26308 -0.3920 0.6440 -0.4853 0.001
C -12.71704 2.15214 -34.30411 1.4689 -1.0494 2.9410 -0.429
O -11.64251 1.72272 -33.78639 -3.7879 2.3162 -1.9273 0.064
O -13.53134 3.25286 -33.77668 -0.9031 -5.2569 -4.7370 -0.110
C -13.00472 4.15060 -32.90875 1.1674 0.1996 0.1236 -0.101
H -12.17828 0.37941 -36.61946 0.2001 0.6871 0.3081 0.100
H -13.67982 -0.37289 -36.34116 -1.0057 0.9910 0.4189 0.093
H -12.54750 -0.32011 -35.02686 0.2051 0.0198 -0.1433 0.065
H -13.74978 4.93724 -32.78966 0.1659 -0.0204 0.1569 0.103
H -12.16952 4.47896 -33.52739 0.8956 0.9503 1.5668 0.107
H -12.85657 3.55941 -32.00506 0.9256 0.9641 0.5814 0.095
C -4.57794 -3.13406 -31.25842 2.1912 0.5947 0.9966 -0.054
O -5.21427 -4.10798 -32.02116 -0.9053 -1.7218 -1.8405 -0.019
C -5.29666 -3.98286 -33.35849 -1.4323 3.2989 -2.6554 -0.501
O -5.14026 -2.90052 -33.97959 0.1557 -3.4161 1.8179 0.067
O -5.82299 -5.10590 -33.95922 1.6460 1.0483 2.6442 -0.045
C -6.21818 -5.17183 -35.32663 -0.3845 -0.2281 0.3260 -0.033
H -4.18913 -2.28472 -31.82016 -0.8173 0.1685 -0.1455 0.101
H -3.66588 -3.57863 -30.86017 0.2130 -0.3602 -0.0602 0.097
H -5.09427 -2.88244 -30.33203 -0.7357 0.1055 -0.6366 0.075
H -6.00595 -6.21474 -35.56198 -0.0090 0.1766 -0.4098 0.081
H -5.72209 -4.49669 -36.02390 0.0579 0.1275 0.4186 0.100
H -7.29912 -5.03577 -35.29262 0.0291 0.1856 -0.5408 0.084
C -12.30176 -3.27870 -36.81553 -1.3190 -0.2974 -2.3478 -0.032
O -11.04076 -3.00482 -37.39813 2.5810 0.1603 -0.2797 -0.014
C -10.75069 -3.36604 -38.66924 -1.7414 0.0202 -1.6121 -0.451
O -11.58065 -3.82735 -39.47607 2.8084 1.0181 2.2465 0.094
O -9.42842 -2.99535 -38.95221 -3.9720 0.4858 4.8843 0.005
C -8.84770 -3.31459 -40.08195 1.9995 -1.6524 -5.0226 -0.163
H -12.98625 -2.90380 -37.57647 -0.6772 0.0208 0.2509 0.095
H -12.51970 -2.76576 -35.87878 0.8969 -0.2022 -0.0403 0.078
H -12.47535 -4.35473 -36.82629 0.0639 -0.0140 0.6002 0.094
H -8.05321 -4.05725 -40.00895 0.1748 -0.1629 0.7439 0.095
H -8.36305 -2.48177 -40.59149 -0.1528 0.5175 0.3838 0.099
H -9.47319 -3.75807 -40.85667 -0.6844 0.1078 0.1957 0.097
F -12.28680 -3.52967 -33.61745 1.1757 -0.1551 0.3339 0.021
C -11.08127 -2.98462 -33.22668 1.5050 0.2603 -0.2077 -0.250
C -11.04965 -1.64946 -32.96455 -1.3552 0.5668 -0.0996 -0.042
C -9.92080 -0.95561 -32.53098 0.3563 -1.6303 0.6879 -0.063
C -8.79798 -1.72781 -32.20320 0.1147 -1.6624 -1.3239 -0.037
C -8.71949 -3.13550 -32.63090 -1.5390 2.4183 0.4195 -0.042
C -9.86657 -3.69833 -33.17962 -1.4563 -0.6154 0.2604 -0.009
H -12.02473 -1.19030 -33.03377 0.0020 0.6326 -0.0783 0.104
H -10.02629 0.10191 -32.33886 0.2126 0.0106 0.1446 0.095
H -7.96077 -1.30218 -31.66999 0.1488 0.1300 -0.2076 0.080
H -7.84762 -3.75838 -32.49572 0.1317 0.2314 0.0591 0.080
H -9.98353 -4.73582 -33.45591 0.6467 -0.2938 -0.0972 0.099
F -5.66959 -1.70373 -25.72505 0.8375 0.7021 -1.0165 0.028
C -5.23937 -1.09097 -26.88618 -0.2024 1.2518 -0.0730 -0.241
C -5.96781 -1.32472 -28.03229 -0.8156 0.3168 -1.8795 -0.013
C -5.71101 -0.63954 -29.25865 1.1404 0.6924 2.0063 -0.083
C -4.66692 0.28736 -29.27608 0.0351 -0.6636 0.1728 -0.091
C -3.85384 0.48166 -28.14234 -1.0334 -0.7850 0.4773 -0.071
C -4.21349 -0.10708 -26.90629 -0.1541 -1.2039 -0.6887 -0.006
H -6.85773 -1.93546 -28.07024 0.1298 -0.4564 0.5677 0.092
H -6.26929 -0.73914 -30.17779 -0.3724 -0.3704 0.2763 0.083
H -4.52428 0.80057 -30.21558 0.4900 0.1805 0.0413 0.090
H -2.91678 1.01355 -28.21600 -0.2070 0.4769 0.1101 0.098
H -3.65062 0.09481 -26.00695 0.0885 -0.0250 0.0237 0.106
F -6.02455 -7.77773 -29.22083 0.8546 -1.4031 -0.0410 0.099
C -6.70055 -6.71387 -28.86680 -0.8224 1.5388 -0.1559 -0.335
C -7.07621 -6.46059 -27.57055 -1.6370 1.0223 0.9433 -0.005
C -7.87951 -5.31641 -27.27355 0.8494 -0.1667 -0.8795 -0.059
C -8.28274 -4.40933 -28.28110 0.5847 -1.3460 0.3874 -0.102
C -7.93420 -4.73281 -29.58765 0.7476 -0.3919 1.2093 -0.077
C -7.09043 -5.84155 -29.85107 -2.1002 1.7959 -1.3317 -0.009
H -6.99033 -7.18138 -26.77088 0.5935 -0.1013 -0.0550 0.112
H -8.13060 -5.17637 -26.23252 -0.2243 0.1230 -0.0210 0.101
H -8.89752 -3.53622 -28.11947 -0.0815 -0.0378 0.3918 0.094
H -8.34300 -4.08965 -30.35292 0.2810 -0.2419 -0.3609 0.076
H -7.04593 -5.97816 -30.92147 0.9647 -0.7487 -0.0218 0.109
F -9.45737 -6.45470 -35.40036 0.2559 1.3126 -0.0555 0.051
C -9.38749 -7.77811 -35.52982 -0.2273 -0.5503 0.8477 -0.286
C -8.22723 -8.43235 -35.13489 -0.2327 0.3310 -0.4084 -0.008
C -8.29808 -9.79874 -35.11557 -0.0080 -0.7733 0.0233 -0.081
C -9.44978 -10.44355 -35.53954 0.1699 -1.2074 -0.4651 -0.099
C -10.51350 -9.77090 -36.07285 -0.9424 0.9375 -0.1478 -0.071
C -10.55958 -8.39605 -35.92817 1.3249 0.7180 -0.3886 -0.017
H -7.29424 -7.93566 -34.91303 -0.2174 0.2852 0.1894 0.102
H -7.43567 -10.38315 -34.83075 0.0161 -0.0369 0.1529 0.110
H -9.53888 -11.51965 -35.56157 0.4788 -0.1675 0.0410 0.104
H -11.29247 -10.24430 -36.65208 -0.2322 -0.3926 0.4914 0.114
H -11.34185 -7.69479 -36.17853 -0.3033 -0.5207 -0.3484 0.106
F -10.90349 -5.87799 -27.04730 -0.4852 0.0500 -1.0980 0.010
C -11.48804 -5.87601 -28.31041 0.2766 0.6543 1.9438 -0.230
C -12.67799 -5.14607 -28.44765 0.1841 -1.3171 -1.5231 -0.011
C -13.27218 -5.19724 -29.72184 1.5073 -0.6803 -0.1062 -0.078
C -12.64216 -5.93008 -30.76596 0.3256 0.1909 0.8479 -0.065
C -11.46837 -6.70583 -30.51713 -1.1531 1.7216 -0.5096 -0.066
C -10.83293 -6.59203 -29.30384 -0.7796 -0.2509 0.3145 -0.030
H -13.25515 -4.63097 -27.69401 0.6645 -0.0667 0.5019 0.116
H -14.19217 -4.63842 -29.80988 -0.0571 -0.0330 -0.6294 0.098
H -12.98035 -5.78754 -31.78169 -0.2998 -0.3645 0.0382 0.055
H -10.96920 -7.28420 -31.28050 -0.2228 0.0494 -0.3094 0.101
H -9.90307 -7.12781 -29.18257 0.0521 0.1723 0.6019 0.117
F -5.69856 0.84533 -32.70227 -0.1614 -0.2350 0.5845 0.051
C -6.16750 1.39034 -33.82829 -0.7025 1.2646 -1.4571 -0.277
C -5.22383 1.75960 -34.79402 -1.6157 -0.5022 -1.5987 0.011
C -5.73803 2.25075 -36.06078 -0.0520 -0.3644 3.1513 -0.041
C -7.10088 2.60313 -36.07531 2.3463 0.5165 -2.7699 -0.132
C -8.00157 2.26414 -35.13747 -0.3660 0.5559 1.1716 -0.105
C -7.54553 1.65517 -33.99452 0.7664 -0.8855 1.1461 -0.004
H -4.19988 1.50694 -34.56146 0.1845 0.1080 -0.3811 0.106
H -5.10699 2.40325 -36.92387 0.1097 0.2663 0.1650 0.094
H -7.37026 3.23055 -36.91208 -0.4685 -0.2364 -0.3022 0.099
H -9.00536 2.65246 -35.22688 -0.2214 -0.3864 0.1520 0.107
H -8.25496 1.41691 -33.21584 0.1438 -0.1609 0.1950 0.097
F -9.68815 -1.10952 -29.26592 0.6239 -0.5294 0.0309 0.070
C -10.96281 -0.75812 -29.18064 -2.1087 1.8068 0.7674 -0.286
C -11.99111 -1.60742 -29.58000 1.4472 -1.1401 -0.6836 -0.027
C -13.30385 -1.24285 -29.53636 -0.8050 2.1357 0.8954 -0.059
C -13.57838 0.03981 -29.01582 -0.6708 -0.0581 -0.1851 -0.118
C -12.60987 0.93446 -28.62993 0.8611 -1.0070 0.3165 -0.084
C -11.27643 0.50877 -28.65250 0.3629 -0.5303 -0.3334 0.002
H -11.70459 -2.58032 -29.95118 0.0424 -0.2007 -0.1442 0.109
H -14.16001 -1.80726 -29.87523 0.2809 -0.5195 -0.0300 0.098
H -14.57347 0.41598 -28.82953 -0.4435 -0.4574 -0.4184 0.100
H -12.94455 1.87640 -28.22111 0.3953 0.1477 0.0624 0.104
H -10.47452 1.08878 -28.22013 0.0920 0.2425 -0.2011 0.112
```
Forces are in eV/Å.